# C2H4N4

The molecule C2H4N4 (ωB97M-V/def2-TZVPD, OMol25).

```
10
Properties=species:S:1:pos:R:3:nbo_charge:R:1
N -1.1186 -0.7681 0.1264 -0.087
N -4.1278 0.2487 -0.2225 0.043
N -1.6518 -1.8486 0.0578 -0.245
N -3.0527 0.5103 0.0337 0.050
C -1.8166 0.4858 0.2644 -0.169
C 0.2974 -0.4109 -0.2457 -0.476
H 0.3573 0.0601 -1.1850 0.216
H -1.2509 1.4319 0.3305 0.226
H 0.8985 0.0627 0.5927 0.216
H 0.8781 -1.2444 -0.3696 0.225
```

Its total energy is -8094.230 eV. Its LUMO energy is 0.3 eV. Its max |F| is 3.03 eV/A. The calculation puts the HOMO energy at -8.29 eV.